Below is C14H24BrCuN3O9P2 as an isolated structure at a distorted geometry, with properties calculated with the ωB97M-V functional and the def2-TZVPD basis.

Properties
LUMO energy (spin up / spin down) ... 0.238 / -0.979 eV
Frontier orbital gap (spin up / spin down) ... 0.3299 / 0.2852 Eh
Expectation value of S² ... 0.75
2S+1 ... 2
Molar mass ... 583.76 g mol⁻¹
Strongest force on any atom ... 1.06 eV Å⁻¹

The geometry in XYZ format:
```
54
Properties=species:S:1:pos:R:3:mulliken_spin:R:1
Cu -0.0969 0.3530 0.4044 0.80
N -3.1716 2.8160 2.3765 0.00
C -1.6979 2.4294 2.2135 0.00
C -0.8292 3.2600 3.1634 0.00
P -1.7327 0.6047 2.7635 0.00
O -1.5113 0.7123 4.3515 0.00
O -3.1451 0.2045 2.5084 0.00
O -0.5604 -0.1911 2.2310 0.02
P -1.3927 2.9624 0.3833 0.00
O -0.6952 4.3974 0.5485 0.00
O -2.7858 3.1467 -0.1109 0.00
O -0.3849 2.1058 -0.3539 0.03
H -3.6882 1.9434 2.5609 0.00
H -3.4589 3.1672 1.4360 0.00
H -3.3084 3.5022 3.1125 0.00
H -1.1112 3.0854 4.2010 0.00
H -0.8966 4.3210 2.9311 0.00
H 0.2162 2.9660 3.0484 0.00
H -0.6011 0.5059 4.5986 0.00
H 0.2470 4.3537 0.3413 0.00
Br 2.0888 -1.7748 -5.9253 0.00
C 2.2800 -1.1517 -4.1448 0.00
C 3.4837 -1.3344 -3.4822 0.00
C 3.6130 -0.8758 -2.1804 0.00
C 2.5554 -0.2497 -1.5269 0.00
C 1.3673 -0.0661 -2.2252 -0.01
C 1.2185 -0.5127 -3.5330 0.00
C 2.7873 0.1762 -0.0829 0.00
O 3.9309 0.2227 0.3221 0.01
O 1.7473 0.4182 0.6620 0.07
H 4.3075 -1.8290 -3.9790 0.00
H 4.5395 -1.0000 -1.6369 0.00
H 0.5333 0.4780 -1.7980 0.00
H 0.2920 -0.3538 -4.0683 0.00
C -2.7436 -3.4587 1.1542 0.00
N -2.0239 -2.4174 0.4248 0.00
C -0.5961 -2.7102 0.2924 0.00
C -2.5274 -1.2523 -0.0544 0.01
O -1.7337 -0.3582 -0.4614 0.02
N -3.8471 -0.9811 -0.1615 0.00
C -4.9721 -1.6485 0.4831 0.00
C -4.2449 0.2246 -0.8914 0.00
H -2.0615 -4.2966 1.2699 0.00
H -3.6124 -3.8236 0.6129 0.00
H -3.0326 -3.1323 2.1529 0.00
H -0.4849 -3.7039 -0.1424 0.00
H -0.1014 -2.6826 1.2634 0.00
H -0.0988 -2.0240 -0.3825 0.00
H -4.7016 -2.1069 1.4215 0.00
H -5.4501 -2.3839 -0.1692 0.00
H -5.7071 -0.8806 0.7183 0.00
H -3.3841 0.7774 -1.2408 0.00
H -4.8248 0.8699 -0.2282 0.00
H -4.8761 -0.0523 -1.7407 0.00
```